Entry from the Open Molecules 2025 dataset: one molecule with the formula C14H15FN2OS (wB97M-V/def2-TZVPD).

## Properties
ΔE to the lowest compared entry with this formula, charge and spin: 1.11 kcal per mole
M: 278.4 g/mol
SMILES: O=C(NCCNCc1cccs1)c1ccccc1F
highest occupied orbital energy: -8.826 eV
HOMO-LUMO gap: 9.49 eV
LUMO level: 0.66 eV

```
! RIJCOSX wB97M-V def2-TZVPD def2/J DEFGRID3
* xyz 0 1
O 2.70376 1.66410 1.13146
C 1.77677 1.00347 1.55892
N 1.15866 0.05015 0.82977
C 1.53186 -0.24307 -0.53186
C 0.39439 0.07872 -1.50348
N 0.82336 -0.18054 -2.86294
C -0.17731 0.12933 -3.87020
C -1.42832 -0.68929 -3.76486
C -2.66144 -0.30986 -3.33457
C -3.59339 -1.37341 -3.30019
C -3.05197 -2.55165 -3.69395
S -1.39424 -2.38910 -4.12197
C 1.24894 1.23391 2.94504
C 1.57267 2.45570 3.53500
C 1.15784 2.77572 4.81258
C 0.41150 1.86697 5.54533
C 0.08690 0.64094 4.99343
C 0.50439 0.34201 3.70952
F 0.16359 -0.87784 3.22168
H 0.38026 -0.46524 1.20538
H 2.40463 0.36725 -0.77081
H 1.80180 -1.30180 -0.61744
H -0.50424 -0.49855 -1.21657
H 0.14701 1.14224 -1.43026
H 1.10701 -1.15244 -2.95521
H -0.43569 1.18783 -3.77168
H 0.29013 -0.02501 -4.84717
H -2.90228 0.70113 -3.05691
H -4.61775 -1.26014 -2.99312
H -3.51741 -3.51461 -3.76283
H 2.16761 3.14248 2.95206
H 1.41942 3.73127 5.24008
H 0.08574 2.10627 6.54593
H -0.48357 -0.09205 5.54220
*
```

Want to see where the charge sits? The natural (NBO) charges in e are:
1. O -0.62
2. C 0.66
3. N -0.60
4. C -0.23
5. C -0.22
6. N -0.61
7. C -0.25
8. C -0.20
9. C -0.27
10. C -0.25
11. C -0.41
12. S 0.41
13. C -0.22
14. C -0.13
15. C -0.23
16. C -0.17
17. C -0.29
18. C 0.42
19. F -0.33
20. H 0.41
21. H 0.24
22. H 0.18
23. H 0.16
24. H 0.19
25. H 0.35
26. H 0.21
27. H 0.21
28. H 0.22
29. H 0.22
30. H 0.24
31. H 0.24
32. H 0.22
33. H 0.22
34. H 0.23